Entry from the OMol25 dataset: the molecule C3H6Cl2N2O in a non-equilibrium geometry (ωB97M-V with the def2-TZVPD basis set).

Geometry (Å):
C -0.32 0.68 -2.11
N 0.57 0.03 -1.16
C -0.46 -0.14 0.33
Cl -1.93 -0.97 0.07
Cl -0.75 1.61 0.76
C 0.46 -0.81 1.26
N 0.88 -0.11 2.38
O 0.81 -1.97 1.00
H -1.23 0.19 -2.50
H -0.63 1.63 -1.57
H 0.35 0.93 -2.89
H 0.60 -1.02 -1.33
H 0.41 0.75 2.65
H 1.25 -0.80 3.12

Spin multiplicity: 1
Energy: -1223.00210 a.u.
Energy relative to the best compared isomer or geometry (same formula, charge and spin): 10.1 kcal per mole
SMILES: CNC(Cl)(Cl)C(N)=O
Kohn-Sham gap: 10.776 eV
E_LUMO: 0.60 eV
Strongest force on any atom: 0.10385 hartree/bohr
E_HOMO: -10.18 eV